{"formula": "C5H8N2", "method": "ωB97M-V/def2-TZVPD", "species": ["C", "C", "C", "C", "C", "N", "N", "H", "H", "H", "H", "H", "H", "H", "H"], "positions_angstrom": [[-2.853, -0.247, -0.160], [0.507, -0.630, 0.793], [-0.712, 0.562, 0.097], [1.455, -1.258, -0.229], [0.142, 1.697, -0.360], [-3.704, -0.977, -0.391], [-1.987, 0.734, -0.141], [0.075, -1.404, 1.320], [0.972, -0.056, 1.580], [0.877, -1.858, -0.911], [2.094, -1.929, 0.224], [2.039, -0.382, -0.582], [0.821, 1.769, 0.513], [-0.420, 2.629, -0.574], [0.694, 1.352, -1.180]], "mulliken_charge": [0.450, -0.717, 0.597, -1.005, -1.142, -0.455, -0.453, 0.420, 0.387, 0.273, 0.396, 0.301, 0.313, 0.310, 0.324], "homo_ev": -9.937, "total_energy_ha": -304.73049, "relative_energy_ev": 2.857, "homo_lumo_gap_ev": 10.2, "lumo_energy_ev": 0.262, "smiles": "CC/C(C)=N\\C#N"}